# 1
DFT (ωB97M-V/def2-TZVPD) results for C2HBr2FO as an isolated structure.

Summary:
Kohn-Sham gap (alpha / beta) (eV): 7.333 / 8.678
Total charge: 0
Spin multiplicity: 1
Highest occupied orbital energy (alpha / beta) (eV): -8.73 / -9.71

CARTESIAN COORDINATES (ANGSTROEM)
C: 0.81 -0.34 0.98
C: -0.62 0.14 -1.02
O: 0.41 -0.39 2.07
F: 2.08 0.09 0.76
Br: -1.43 1.60 -0.36
Br: -1.57 -1.49 -1.00
H: 0.32 0.38 -1.41



# 2
DFT (ωB97M-V/def2-TZVPD) results for C2HBr2IO as an isolated structure.

Summary:
Kohn-Sham gap (eV): 9.608
Total charge: 0
Spin multiplicity: 1
Highest occupied orbital energy (eV): -10.23

CARTESIAN COORDINATES (ANGSTROEM)
C: -0.82 0.04 0.35
C: 0.51 -0.13 -0.21
O: -1.08 0.03 1.51
Br: 1.62 -1.30 0.91
Br: 0.44 -0.95 -1.99
I: 1.00 1.90 -0.21
H: -1.68 0.42 -0.35



# 3
DFT (ωB97M-V/def2-TZVPD) results for C2HBr2IO as an isolated structure.

Summary:
Kohn-Sham gap (alpha / beta) (eV): 8.172 / 7.166
Total charge: 0
Spin multiplicity: 1
Highest occupied orbital energy (alpha / beta) (eV): -8.55 / -8.55

CARTESIAN COORDINATES (ANGSTROEM)
C: -0.94 -1.50 -0.25
C: 0.71 0.85 0.44
O: -0.57 -1.96 -1.26
Br: -0.41 1.80 1.59
Br: 2.32 0.19 1.12
I: 0.87 1.64 -1.50
H: -1.99 -1.01 -0.13



# 4
DFT (ωB97M-V/def2-TZVPD) results for a 3-piece molecular cluster, C2HBr4F overall.

Summary:
Expectation value of S²: 2.005
Kohn-Sham gap (alpha / beta) (eV): 10.128 / 5.717
Total charge: 0
Spin multiplicity: 3
Highest occupied orbital energy (alpha / beta) (eV): -9.77 / -9.78

CARTESIAN COORDINATES (ANGSTROEM)
C: 0.15 -0.60 0.04
C: -0.41 0.03 -0.98
F: -0.10 -1.91 0.29
Br: -2.35 0.80 1.63
Br: -1.77 -0.78 -2.04
Br: 0.06 1.82 -1.34
Br: 3.54 0.63 1.75
H: 0.89 0.02 0.67



Asked for energy above the lowest of the compared OMol25 structures with the same formula, charge and spin across the records above, the calculation gives 301.14 56.84 326.05 0.00 kJ/mol in order.